No. 1
CH10N2O4 | wB97M-V/def2-TZVPD

```
17
Properties=species:S:1:pos:R:3
N 1.60 -0.01 -0.41
C 1.27 -1.36 -0.27
N 0.04 -1.54 0.39
O 1.94 -2.27 -0.68
H 0.82 0.55 -0.75
H 2.41 0.06 -1.02
H -0.06 -2.50 0.65
H -0.14 -0.89 1.15
H -1.89 3.01 -0.54
H -2.24 1.54 -0.73
O -2.50 2.34 -0.25
H 1.46 0.70 1.55
H 1.04 1.18 3.00
O 0.87 0.55 2.30
H -1.13 -0.78 -0.88
H -2.02 -0.51 -2.08
O -1.48 -0.06 -1.42
```

The value obtained for the HOMO energy is -10.5 eV. The total charge is 0. The HOMO-LUMO gap is 0.406 Ha. The LUMO energy comes out at 0.5 eV. As for the SMILES: NC(N)=O.O.O.O.

Atom charges from the natural (NBO) analysis, given in e for atoms 1 to 8:
1 N -0.89
2 C 0.79
3 N -0.90
4 O -0.61
5 H 0.41
6 H 0.40
7 H 0.40
8 H 0.43

***

No. 2
CH10N2O4 | wB97M-V/def2-TZVPD

```
17
Properties=species:S:1:pos:R:3
N 1.48 -0.22 -0.86
C 1.27 0.82 -1.86
N 0.49 1.91 -1.50
O 1.81 0.67 -2.94
H 1.19 0.05 0.12
H 2.37 -0.66 -0.81
H 0.21 2.51 -2.25
H 0.01 2.04 -0.67
H -0.51 -1.10 3.16
H -1.05 -1.82 1.98
O -0.74 -1.01 2.27
H -2.54 2.28 1.16
H -1.70 1.01 1.17
O -1.60 1.99 1.19
H -0.45 -3.24 -0.56
H 0.07 -2.15 0.13
O -0.34 -3.08 0.28
```

The value obtained for the HOMO energy is -10.1 eV. The total charge is 0. The HOMO-LUMO gap is 0.390 Ha. The LUMO energy comes out at 0.5 eV. As for the SMILES: NC(N)=O.O.O.O.

Atom charges from the natural (NBO) analysis, given in e for atoms 1 to 8:
1 N -0.89
2 C 0.79
3 N -0.85
4 O -0.63
5 H 0.37
6 H 0.40
7 H 0.40
8 H 0.41